This record from the OMol25 dataset describes a single C3H6N4O molecule in a non-equilibrium geometry. The level of theory is ωB97M-V/def2-TZVPD.

Each line ends with the Mulliken charge.
Atoms and positions in Å:
O  3.2442  -0.3068  -0.5196  -0.330
N  1.0849  0.8505  0.0783  -0.580
N  -2.7948  -0.9934  -0.1297  -0.654
N  2.4689  -1.0075  0.3445  -0.385
N  -1.3390  0.7439  0.2265  -0.251
C  -1.6058  -0.5640  -0.1479  -0.031
C  -0.0765  1.3360  0.0022  0.076
C  1.3592  -0.4217  0.6234  -0.067
H  -2.1029  1.3852  0.2270  0.283
H  -2.7869  -1.9939  -0.4988  0.270
H  2.8336  0.5955  -0.5733  0.413
H  -0.1447  2.4067  -0.3417  0.316
H  -0.7603  -1.0980  -0.5691  0.396
H  0.6199  -0.9324  1.2783  0.545

Values from the calculation:
**Structure (SMILES)**: [H]/N=C/N/C=N\C=N/O
**Frontier orbital gap**: 9.6 eV
**F_max**: 0.042 Eh/bohr
**E_HOMO**: -9.2 eV
**Energy**: -412.09523 Ha

---

This record from the OMol25 dataset describes a molecular structure, C12H32IO4Zn in a non-equilibrium geometry. The level of theory is ωB97M-V/def2-TZVPD.

Each line ends with the Mulliken charge.
Atoms and positions in Å:
I  20.4301  -14.9385  6.8755  -0.474
Zn  19.6840  -14.7274  4.3897  0.642
O  21.6254  -14.3582  3.5668  -0.264
O  17.5840  -15.1011  4.5140  -0.109
O  19.3400  -12.7193  4.1135  -0.094
O  20.0027  -16.6460  3.7104  -0.291
C  19.8521  -11.0778  5.8003  -1.352
C  18.7376  -11.6997  5.0235  0.944
C  22.4862  -13.2275  3.9053  1.151
C  23.8622  -13.7081  4.2640  -1.352
C  16.6821  -14.8866  5.6404  0.577
C  19.2585  -18.5923  2.4766  -1.665
C  15.6281  -13.8567  5.2495  -1.147
C  22.4604  -12.2148  2.7801  -1.383
C  19.1732  -17.8554  3.7986  0.999
C  17.9969  -10.7101  4.1621  -1.705
C  19.6445  -18.7128  4.9807  -1.297
C  16.0897  -16.2258  6.0173  -1.485
H  15.4693  -16.6735  5.2370  0.351
H  18.6772  -19.5116  2.5439  0.412
H  17.4128  -11.2144  3.3907  0.444
H  18.1690  -17.4987  4.0016  -0.027
H  23.1625  -11.3959  2.9171  0.398
H  23.9049  -14.0996  5.2816  0.351
H  20.4365  -11.8337  6.3236  0.205
H  20.4835  -10.4577  5.1637  0.349
H  20.2947  -18.8257  2.2310  0.471
H  21.4629  -11.7866  2.6492  0.203
H  24.2139  -14.5313  3.6290  0.350
H  17.3156  -14.5466  6.4566  0.232
H  16.8890  -16.9164  6.3042  0.323
H  20.2551  -19.5486  4.6361  0.390
H  19.4354  -10.4300  6.5786  0.424
H  18.8018  -19.0669  5.5691  0.302
H  22.0033  -12.7634  4.7662  -0.281
H  15.2387  -14.0686  4.2507  0.323
H  17.0632  -15.4893  3.8021  0.227
H  19.4418  -12.3261  3.2410  0.106
H  18.7970  -18.0197  1.6677  0.373
H  15.4583  -16.1447  6.9038  0.454
H  22.6834  -12.6746  1.8084  0.322
H  20.2854  -18.1358  5.6502  0.294
H  24.5816  -12.8978  4.1668  0.392
H  14.7756  -13.9070  5.9280  0.393
H  18.0936  -12.2762  5.6810  -0.027
H  15.9953  -12.8318  5.2794  0.175
H  20.8024  -16.8726  3.2273  0.229
H  18.6885  -9.9886  3.7251  0.486
H  17.2933  -10.1293  4.7615  0.403
H  22.1984  -14.9806  3.1082  0.255

Values from the calculation:
**Frontier orbital gap**: 8.4 eV
**F_max**: 0.028 Eh/bohr
**E_HOMO**: -11.3 eV
**Charge**: +1
**Energy**: -2854.25995 Ha

---

This record from the OMol25 dataset describes a molecular structure, C18H34IrN6OS2 in a non-equilibrium geometry. The level of theory is ωB97M-V/def2-TZVPD.

Each line ends with the Mulliken charge.
Atoms and positions in Å:
Ir  1.0359  0.0741  -1.1262  2.877
S  -0.2081  -2.0575  -1.0617  -0.349
S  2.4440  -1.0975  0.2268  -0.386
O  -4.3731  1.7210  2.9901  -0.664
N  0.1428  1.2804  0.4945  -0.570
N  2.4160  1.7219  -1.2117  -0.828
N  -3.5215  0.4909  4.7991  -0.363
N  -0.4773  0.9812  -2.3158  -0.991
N  1.6846  -0.6997  -3.0053  -0.901
N  -5.0942  -0.4866  3.3018  -0.147
C  0.3496  -2.9121  0.3596  0.614
C  4.0173  -0.0531  -2.5474  -0.799
C  0.3028  -4.4059  2.3084  -0.453
C  -1.3510  1.4931  0.5834  -0.757
C  2.1873  -2.8957  2.0867  -0.687
C  -4.3134  0.6446  3.6546  0.525
C  3.0071  -0.4069  -3.6531  -0.530
C  0.9768  2.5175  0.6114  -0.691
C  1.4094  -3.7580  2.9042  -0.646
C  0.0031  0.9290  -3.7675  -0.705
C  -1.0745  2.2995  -1.9011  -0.846
C  1.5959  -2.4487  0.8872  0.488
C  -1.9625  2.1654  -0.6228  -0.802
C  -0.3062  -3.8880  1.1266  -0.271
C  0.6303  -0.4171  -4.0292  -0.809
C  2.3615  2.3293  0.1639  -1.002
C  -5.2816  -1.5796  4.1794  -0.929
C  3.8186  1.2634  -1.7060  -0.844
H  4.2413  2.1062  -2.2595  0.580
H  4.1963  -0.9392  -1.9225  0.291
H  2.8731  1.6628  0.8856  0.406
H  -2.2728  3.1911  -0.4957  0.382
H  5.0279  0.1141  -3.0051  0.453
H  1.6781  -4.0734  3.9015  0.420
H  -0.1260  -1.2519  -3.9061  0.346
H  0.4185  0.7618  1.3357  0.465
H  1.7278  -1.7734  -2.8805  0.509
H  1.0609  -0.6401  -5.0006  0.520
H  2.8654  3.2735  0.3440  0.477
H  -1.2261  0.2954  -2.3142  0.494
H  -0.2774  -5.2041  2.8275  0.361
H  -1.8376  0.4994  0.6690  0.264
H  -2.8283  1.1860  5.0371  0.231
H  -3.3830  -0.4055  5.1823  0.171
H  1.9383  2.3846  -1.8645  0.440
H  0.4682  3.2583  0.0612  0.351
H  2.9420  0.4783  -4.2702  0.383
H  3.4059  -1.3218  -4.1820  0.358
H  -2.9561  1.7102  -0.7933  0.480
H  3.1862  -2.6879  2.2888  0.547
H  -6.2543  -2.0037  3.9387  0.331
H  -0.2698  2.9686  -1.7879  0.261
H  -4.4618  -2.3102  4.0263  0.278
H  -0.8655  1.1416  -4.3772  0.597
H  0.7070  1.7120  -3.9101  0.377
H  4.4915  1.3082  -0.7999  0.313
H  0.9395  2.9079  1.6306  0.528
H  -1.7371  2.6943  -2.7239  0.531
H  -1.5751  1.9283  1.6063  0.390
H  -5.3064  -1.3952  5.2767  0.313
H  -1.3850  -4.1993  1.0487  0.336
H  -5.8252  -0.1816  2.7031  0.279

Values from the calculation:
**Multiplicity**: 6
**Frontier orbital gap (spin up / spin down)**: 6.7 / 4.4 eV
**F_max**: 0.086 Eh/bohr
**E_HOMO (spin up / spin down)**: -11.8 / -13.4 eV
**Charge**: +2
**Energy**: -2010.03763 Ha
**⟨S²⟩**: 8.780

---

This record from the OMol25 dataset describes a single C4H10O2 molecule in a non-equilibrium geometry. The level of theory is ωB97M-V/def2-TZVPD.

Each line ends with the Mulliken charge.
Atoms and positions in Å:
O  -0.6005  -1.3760  0.7467  -0.573
O  2.0349  -1.0637  -0.0673  -0.542
C  -0.5827  -0.0094  0.3880  0.492
C  1.6380  0.0728  -0.8366  -0.636
C  0.1343  0.2049  -0.9518  -0.650
C  -2.0252  0.4591  0.3266  -1.429
H  0.3119  -1.6896  0.6385  0.384
H  -0.2793  -0.5027  -1.6792  0.341
H  -0.0557  0.5772  1.1667  0.208
H  -2.0761  1.5325  0.1155  0.374
H  -2.5290  0.2616  1.2772  0.348
H  2.1512  0.0517  -1.8034  0.301
H  -0.0435  1.2224  -1.3205  0.297
H  2.0100  0.9478  -0.2803  0.398
H  -2.5584  -0.0818  -0.4625  0.342
H  2.4830  -0.5744  0.6227  0.344

Values from the calculation:
**Structure (SMILES)**: C[C@@H](O)CCO
**Frontier orbital gap**: 10.8 eV
**F_max**: 0.024 Eh/bohr
**E_HOMO**: -10.0 eV
**Energy**: -308.86898 Ha

---

This record from the OMol25 dataset describes a gas-phase ion, C5H5N2O4P (charge -2) in a non-equilibrium geometry. The level of theory is ωB97M-V/def2-TZVPD.

Each line ends with the Mulliken charge.
Atoms and positions in Å:
P  1.8485  1.0546  -0.0733  0.897
O  2.4710  -0.8673  -0.2261  -0.479
O  1.7384  1.5262  -1.4930  -0.782
O  2.8104  1.6830  0.8409  -0.766
O  2.0169  -2.9238  0.4017  -0.726
N  -0.8113  0.3314  0.1836  0.264
N  -3.0067  -0.2186  0.0264  -0.805
C  0.3909  0.7425  0.7704  -0.679
C  -1.9364  0.0617  0.8737  -0.211
C  -1.0699  0.3070  -1.1527  -0.084
C  1.7646  -1.6999  0.4005  0.143
C  -2.4360  0.0355  -1.2412  -0.467
H  -1.8518  -0.1286  1.9240  0.356
H  -0.1128  0.4973  -1.7949  0.207
H  -3.0314  0.0090  -2.1529  0.393
H  0.2352  0.8910  1.8090  0.232
H  0.9804  -1.3011  0.9041  0.506

Values from the calculation:
**Structure (SMILES)**: O=COP([O-])([O-])=Cn1ccnc1
**Frontier orbital gap**: 5.7 eV
**F_max**: 0.090 Eh/bohr
**E_HOMO**: 0.9 eV
**Charge**: -2
**Energy**: -945.39986 Ha

---

This record from the OMol25 dataset describes 2 unconnected molecules or ions with the total composition C26H26N3 in a non-equilibrium geometry. The level of theory is ωB97M-V/def2-TZVPD.

Each line ends with the Mulliken charge.
Atoms and positions in Å:
N  -1.7882  0.5274  3.9159  0.234
N  -1.6179  -2.3920  -2.6627  -0.077
N  -0.5292  -0.7584  -1.6071  -0.484
C  -1.6431  -1.3450  -4.9873  -1.234
C  0.2079  -2.0721  5.7384  -0.667
C  0.7701  0.9991  1.4190  -0.270
C  -0.6806  -0.3921  -2.9345  0.276
C  -1.5119  -0.0736  -7.1565  -1.738
C  3.8821  -0.2350  -0.2329  -0.617
C  -1.3653  -1.4240  -3.6332  0.564
C  -1.1079  -1.9541  -1.4691  -0.381
C  -3.1317  0.7015  4.4422  -0.910
C  -0.5576  0.8418  -5.0084  0.867
C  4.4440  0.3141  2.0634  -0.431
C  2.1625  0.6705  1.2412  0.159
C  -1.3148  1.1609  2.8151  0.165
C  4.8161  -0.1937  0.8124  -0.432
C  0.3166  -0.2634  3.6044  0.957
C  -0.0989  2.0901  -5.7077  -1.715
C  1.3703  -1.1422  3.8090  -0.061
C  -1.2306  -0.1923  -5.6868  1.030
C  0.0111  0.6981  2.5431  1.323
C  2.5799  0.1994  -0.0260  -0.401
C  1.3291  -2.0215  4.8964  -0.931
C  -0.8187  -0.3421  4.4453  0.178
C  3.1402  0.7603  2.2741  -0.705
C  -2.1035  2.1299  2.0386  -1.546
C  -0.2867  0.7422  -3.6386  -0.607
C  -0.9020  -1.2398  5.5035  -1.012
H  5.8320  -0.5494  0.6489  0.405
H  -2.0397  -0.9649  -7.5112  0.359
H  0.9876  2.2155  -5.6033  0.348
H  2.1869  -2.6686  5.0749  0.428
H  0.2298  1.5294  -3.0886  0.435
H  0.2458  1.4669  0.5781  0.129
H  1.8151  0.1456  -0.8061  0.425
H  -1.4556  2.4701  1.2258  0.346
H  -3.0081  1.6918  1.5867  0.376
H  -2.0975  -3.2718  -2.8192  0.201
H  -3.8963  0.4457  3.6955  0.332
H  -2.1366  0.7997  -7.3915  0.373
H  0.2073  -2.7688  6.5750  0.394
H  -3.2409  0.0406  5.3025  0.331
H  5.1642  0.3432  2.8837  0.415
H  -1.8008  -1.2685  6.1148  0.255
H  -0.5914  0.0264  -7.7486  0.370
H  -1.2018  -2.5536  -0.5682  0.439
H  -0.3404  2.1091  -6.7745  0.370
H  -3.3096  1.7370  4.7610  0.322
H  4.1651  -0.6033  -1.2180  0.419
H  -2.3988  3.0147  2.6247  0.385
H  -2.1688  -2.1624  -5.4910  0.277
H  2.2120  -1.1308  3.1220  0.381
H  -0.5436  2.9809  -5.2432  0.361
H  2.8428  1.1316  3.2583  0.585

Values from the calculation:
**Frontier orbital gap**: 5.8 eV
**F_max**: 0.041 Eh/bohr
**E_HOMO**: -10.3 eV
**Charge**: +1
**Energy**: -1170.42744 Ha